(1)
Entry from the OMol25 dataset: a structure of composition C5H12CaO3 in a non-equilibrium geometry (wB97M-V/def2-TZVPD).

Properties
E: -29958.822 eV
LUMO energy: 0.408 eV
Gap between HOMO and LUMO: 7.456 eV
ΔE to the lowest compared entry with this formula, charge and spin: 0.0 kcal per mole
Max |F|: 3.314 eV/A

```
! RIJCOSX wB97M-V def2-TZVPD def2/J DEFGRID3
* xyz 0 1
O -1.085 1.656 0.988
C -2.177 0.815 0.874
C -1.762 -0.594 0.470
O -0.960 -0.474 -0.710
C -0.074 -1.533 -1.026
C 1.129 -1.565 -0.104
O 1.661 -0.247 -0.041
C 2.906 -0.148 0.634
H -2.900 1.188 0.117
H -2.731 0.722 1.830
H -2.627 -1.235 0.243
H -1.169 -1.051 1.278
H 0.258 -1.335 -2.054
H -0.604 -2.494 -0.986
H 1.888 -2.248 -0.514
H 0.864 -1.893 0.913
H 3.069 0.910 0.866
H 2.884 -0.738 1.562
H 3.711 -0.511 -0.020
H 1.195 2.675 -1.353
Ca 0.316 1.430 -0.323
*
```

---

(2)
Entry from the OMol25 dataset: a cluster of 2 separate species, C2H9N2S in total in a non-equilibrium geometry (wB97M-V/def2-TZVPD).

Properties
E: -16035.777 eV
LUMO energy: 4.072 eV
Gap between HOMO and LUMO: 6.555 eV
ΔE to the lowest compared entry with this formula, charge and spin: 18.0 kcal per mole
Max |F|: 1.862 eV/A

```
! RIJCOSX wB97M-V def2-TZVPD def2/J DEFGRID3
* xyz -1 1
C -1.586 2.199 1.841
S -0.048 1.798 1.047
H -1.547 2.085 2.923
H -2.494 1.581 1.615
H -1.899 3.255 1.677
N -0.247 -1.331 -1.674
C 1.072 -1.781 -1.155
N 1.672 -0.975 -0.121
H -0.124 -0.414 -2.092
H -0.765 -1.143 -0.800
H 1.602 -1.882 -2.103
H 1.026 -2.813 -0.813
H 2.317 -0.318 -0.579
H 1.021 -0.261 0.233
*
```

---

(3)
Entry from the OMol25 dataset: a structure of composition C35H101F6FeN11O19S in a non-equilibrium geometry (wB97M-V/def2-TZVPD).

Properties
E: -154746.889 eV
LUMO energy (alpha / beta): -3.013 / -5.053 eV
Gap between HOMO and LUMO (alpha / beta): 7.452 / 5.412 eV
Max |F|: 4.090 eV/A

```
! RIJCOSX wB97M-V def2-TZVPD def2/J DEFGRID3
* xyz 1 6
Fe 18.598 13.252 23.662
C 21.933 10.626 24.808
F 22.507 9.504 24.802
F 21.498 10.911 25.990
F 22.853 11.503 24.456
S 20.624 10.602 23.486
O 21.380 10.908 22.305
O 19.989 9.348 23.574
O 19.689 11.695 23.851
C 21.423 14.637 23.068
O 21.674 14.846 24.422
O 20.166 14.158 22.990
C 21.600 15.928 22.310
F 21.774 15.655 21.061
F 20.613 16.815 22.346
F 22.672 16.526 22.734
C 23.046 14.760 24.861
C 23.100 15.335 26.274
H 24.038 15.045 26.755
H 23.104 16.426 26.210
H 22.287 15.016 26.916
H 23.695 15.291 24.174
H 23.273 13.697 24.952
H 22.066 13.828 22.696
C 25.704 17.107 25.719
C 25.616 18.262 26.702
C 26.365 19.510 26.282
O 27.765 19.351 26.370
C 28.378 19.019 25.140
N 24.180 18.521 26.997
H 25.473 17.292 24.661
H 25.122 16.277 26.123
H 26.732 16.725 25.655
H 26.050 17.899 27.638
H 26.112 20.337 26.957
H 26.033 19.801 25.271
H 29.439 18.869 25.293
H 28.187 19.851 24.450
H 27.969 18.107 24.700
H 24.200 19.231 27.732
H 23.741 18.901 26.141
C 19.448 14.627 27.822
C 19.310 13.612 26.712
C 18.566 12.414 27.266
O 18.554 11.378 26.333
C 18.260 10.112 26.808
N 18.557 14.174 25.498
H 19.908 15.553 27.471
H 20.113 14.222 28.591
H 18.535 14.927 28.343
H 20.279 13.235 26.368
H 17.537 12.728 27.546
H 19.068 12.079 28.188
H 18.893 9.913 27.686
H 18.457 9.431 25.992
H 17.239 9.962 27.188
H 17.575 14.119 25.831
H 18.749 15.183 25.330
C 21.820 19.924 22.718
C 23.186 19.803 23.378
C 24.153 20.637 22.581
O 24.340 20.098 21.288
C 24.991 18.920 21.287
N 23.099 20.269 24.767
H 21.123 19.173 23.104
H 21.771 20.007 21.633
H 21.266 20.845 22.994
H 23.381 18.736 23.395
H 25.164 20.682 23.009
H 23.737 21.633 22.444
H 26.021 19.032 21.691
H 25.259 18.587 20.283
H 24.523 18.137 21.875
H 22.232 20.763 24.987
H 23.775 21.012 24.968
C 17.764 19.654 21.409
C 16.988 18.502 22.058
C 15.518 18.492 21.694
O 14.782 19.574 22.107
C 14.795 20.687 21.273
N 17.635 17.212 21.706
H 17.699 19.519 20.333
H 18.819 19.608 21.708
H 17.424 20.591 21.847
H 17.040 18.574 23.150
H 15.090 17.622 22.208
H 15.355 18.317 20.615
H 13.955 21.336 21.489
H 14.690 20.398 20.208
H 15.728 21.263 21.293
H 17.805 17.121 20.707
H 18.545 17.293 22.166
C 24.095 20.267 17.523
C 22.653 20.529 17.902
C 22.055 19.193 18.292
O 20.694 19.350 18.561
C 20.034 18.122 18.787
N 22.568 21.419 19.049
H 24.712 21.154 17.406
H 24.258 19.562 16.693
H 24.585 19.687 18.327
H 21.982 20.809 17.085
H 22.639 18.810 19.159
H 22.180 18.445 17.494
H 20.214 17.706 19.784
H 20.362 17.384 18.041
H 19.001 18.401 18.574
H 22.892 20.823 19.808
H 23.105 22.263 18.960
C 26.078 12.229 25.020
C 25.556 11.417 26.181
C 26.603 10.740 26.973
O 26.014 10.177 28.094
C 26.913 9.435 28.833
N 24.816 12.365 27.079
H 26.592 11.556 24.321
H 26.901 12.878 25.358
H 25.401 12.855 24.451
H 24.803 10.692 25.839
H 27.393 11.464 27.262
H 27.208 10.034 26.371
H 27.298 8.606 28.218
H 26.392 9.068 29.706
H 27.811 9.986 29.144
H 24.022 12.723 26.560
H 24.425 11.854 27.873
C 25.297 10.782 20.035
C 26.176 11.630 19.084
C 27.350 10.829 18.564
O 28.308 10.606 19.604
C 29.363 9.736 19.224
N 25.336 12.079 17.887
H 24.612 11.368 20.648
H 25.937 10.251 20.768
H 24.759 9.983 19.517
H 26.480 12.528 19.633
H 27.740 11.299 17.647
H 26.930 9.845 18.241
H 28.994 8.708 19.091
H 30.123 9.752 20.007
H 29.872 10.063 18.304
H 24.575 11.404 17.834
H 24.794 12.914 18.167
O 26.979 14.059 28.209
H 26.255 13.654 27.654
H 27.727 14.179 27.607
O 17.318 14.710 23.067
H 17.578 15.597 22.604
H 16.387 14.550 22.818
O 23.502 16.803 29.399
H 23.837 17.221 28.571
H 24.202 16.929 30.054
O 18.249 12.474 21.704
H 18.136 11.571 21.350
H 18.073 13.070 20.948
O 23.878 14.700 18.383
H 22.933 14.793 18.659
H 24.176 15.605 18.218
C 19.186 17.962 25.380
O 18.514 16.904 25.304
N 18.542 19.208 25.593
N 20.580 17.943 25.468
H 17.547 19.252 25.644
H 19.056 20.058 25.604
H 21.066 18.810 25.399
H 21.093 17.095 25.293
C 20.928 12.963 18.515
O 21.095 14.111 18.139
N 21.090 11.876 17.624
N 20.396 12.657 19.801
H 21.475 12.138 16.733
H 21.176 10.944 17.959
H 20.112 11.731 19.986
H 20.380 13.427 20.445
*
```

---

(4)
Entry from the OMol25 dataset: a structure of composition C40H40BrGeN2O4PRuS in a non-equilibrium geometry (wB97M-V/def2-TZVPD).

Properties
E: -202548.014 eV
LUMO energy (alpha / beta): -9.286 / -9.456 eV
Gap between HOMO and LUMO (alpha / beta): 3.293 / 3.104 eV
Max |F|: 3.389 eV/A

```
! RIJCOSX wB97M-V def2-TZVPD def2/J DEFGRID3
* xyz 2 1
Ru -1.210 1.575 0.392
C -6.048 2.930 0.310
N -5.676 1.744 1.032
C -6.514 0.728 1.391
C -5.773 -0.228 2.010
N -4.481 0.222 2.016
C -4.428 1.434 1.424
S -3.114 2.533 1.456
H -7.129 2.959 0.202
H -5.590 2.925 -0.680
H -5.711 3.818 0.845
H -7.566 0.762 1.192
H -6.067 -1.162 2.445
H -3.687 -0.269 2.404
C -0.461 2.764 3.523
P 0.172 2.760 1.805
C 0.426 4.518 1.422
C 1.783 1.964 1.986
C 2.990 2.620 1.782
C 4.178 1.965 2.062
C 4.162 0.666 2.542
C 2.958 -0.002 2.709
C 1.769 0.642 2.429
H -0.753 1.753 3.808
H -1.328 3.420 3.597
H 0.322 3.111 4.196
H 0.891 5.000 2.282
H -0.552 4.963 1.227
H 1.049 4.646 0.539
H 3.011 3.634 1.415
H 5.115 2.479 1.908
H 5.088 0.166 2.775
H 2.955 -1.020 3.070
H 0.818 0.134 2.546
Br -1.248 6.757 -5.302
C -0.097 5.468 -4.502
C 1.190 5.292 -5.000
C 2.030 4.362 -4.411
C 1.594 3.609 -3.334
C 0.303 3.795 -2.843
C -0.552 4.721 -3.429
C -0.188 3.035 -1.659
O 0.579 2.240 -1.054
O -1.364 3.214 -1.273
H 1.529 5.879 -5.837
H 3.029 4.232 -4.795
H 2.236 2.885 -2.858
H -1.548 4.851 -3.033
O -2.285 0.279 -0.855
C -1.111 -0.096 -1.079
O -0.334 -0.401 -0.104
C -0.582 -0.366 -2.454
C -0.367 -1.871 -2.498
Ge 0.527 -2.490 -0.780
C 0.595 -4.566 -1.073
C 0.365 -5.079 -2.328
C 0.618 -6.427 -2.555
C 1.043 -7.238 -1.521
C 1.242 -6.710 -0.258
C 0.993 -5.365 -0.024
C -0.590 -2.792 0.910
C -1.932 -3.099 0.796
C -2.710 -3.212 1.939
C -2.139 -3.029 3.187
C -0.790 -2.729 3.295
C -0.009 -2.621 2.154
C 2.432 -1.956 -0.561
C 3.383 -2.970 -0.485
C 4.727 -2.666 -0.401
C 5.136 -1.345 -0.377
C 4.198 -0.330 -0.467
C 2.851 -0.631 -0.568
H 0.372 0.161 -2.556
H -1.271 -0.017 -3.225
H 0.274 -2.122 -3.343
H -1.327 -2.373 -2.628
H 0.029 -4.461 -3.145
H 0.473 -6.826 -3.548
H 1.202 -8.293 -1.695
H 1.579 -7.334 0.556
H 1.136 -4.958 0.966
H -2.379 -3.262 -0.174
H -3.755 -3.467 1.849
H -2.737 -3.143 4.079
H -0.339 -2.587 4.267
H 1.046 -2.395 2.236
H 3.066 -4.002 -0.518
H 5.453 -3.462 -0.366
H 6.185 -1.115 -0.294
H 4.515 0.701 -0.461
H 2.129 0.172 -0.626
*
```

---

> Number 2 is which compound?

C2H9N2S

---

> Among the records above, which one has the lowest E?

C40H40BrGeN2O4PRuS